No. 1
Entry from OMol25: C26H48BClEuNP as an isolated structure at a distorted geometry (ωB97M-V with the def2-TZVPD basis set).

Lowest unoccupied orbital energy (spin up / spin down), eV: 2.12 / 2.11
Gap between HOMO and LUMO (spin up / spin down), Ha: 0.130 / 0.170
Multiplicity: 7
Highest occupied orbital energy (spin up / spin down), eV: -1.41 / -2.52
Charge: -1

```
79
Properties=species:S:1:pos:R:3:forces:R:3
Eu 2.612 2.259 2.941 0.45 -0.01 1.12
Cl 1.795 3.924 1.154 -0.27 0.50 -0.69
P -0.331 0.350 -0.514 0.26 0.34 -0.60
N 0.842 1.007 4.021 -1.27 -1.20 1.47
C 0.254 0.408 4.849 1.31 1.38 -1.46
C 1.529 0.536 -0.435 0.51 0.60 0.49
C 4.480 0.057 -0.232 0.06 -1.22 0.61
C 1.214 -3.415 1.091 -0.36 -0.17 -1.53
C -0.893 -0.622 -1.958 -0.40 -0.52 -0.78
C -0.196 -3.374 3.263 1.80 0.93 1.28
C -1.177 -2.180 -4.521 0.28 -0.57 0.23
C -1.018 0.113 -3.319 -0.01 0.31 -0.44
C -0.851 2.097 -0.603 -0.45 -0.20 0.08
C -1.244 -0.247 0.957 0.70 5.65 2.71
C 3.842 0.472 -1.544 -0.33 0.84 -0.11
C -0.275 2.938 -1.742 -0.03 0.62 -0.19
C -2.309 -2.373 2.279 -0.33 7.10 -2.40
C -1.271 -2.312 3.299 0.46 -0.99 1.46
C -1.686 -0.767 -4.426 -0.48 0.86 0.73
C 2.143 -0.048 0.853 -0.16 0.12 -0.03
C -1.956 -1.424 0.959 -1.40 -4.89 0.74
C -0.176 -1.997 -2.121 0.18 0.12 -0.14
C -2.390 2.239 -0.590 -0.04 -0.12 -0.11
C 2.363 0.032 -1.632 0.25 -0.70 -0.19
C -2.116 4.632 -1.321 -0.17 0.19 -0.32
C -0.613 4.432 -1.483 0.39 -0.53 0.15
C -0.951 -2.858 -3.145 -0.18 -0.04 -0.02
C 3.590 0.493 0.950 0.04 0.20 -0.40
C 1.148 -3.352 2.621 2.67 0.90 -3.23
C -2.778 3.696 -0.323 0.26 -0.44 0.15
B -0.492 -0.354 5.977 -0.52 -0.14 0.21
H -1.759 -2.018 0.080 -0.49 -0.37 -0.15
H 4.634 -1.066 -0.201 -0.36 1.09 -0.03
H -1.796 -2.683 4.160 -0.49 0.04 0.86
H -3.870 3.761 -0.370 0.11 0.25 0.05
H -3.287 -1.987 2.627 0.39 -0.02 0.20
H -0.542 -0.159 1.803 0.24 -0.27 -0.05
H -0.442 -3.822 -3.317 -0.15 0.38 0.27
H -2.781 1.896 -1.571 0.10 0.27 0.36
H -1.903 -2.767 -5.098 0.14 -0.03 0.12
H -1.686 -0.265 5.735 0.10 -0.01 0.00
H -1.938 -0.862 -1.695 0.16 0.05 0.19
H -0.127 -1.501 5.928 0.05 -0.11 0.08
H -1.948 0.799 1.385 1.74 -2.63 -1.23
H 2.380 -1.070 -1.586 -0.17 0.35 -0.11
H -0.950 -1.351 3.696 0.07 0.18 -0.80
H 1.960 0.334 -2.611 -0.04 -0.06 0.34
H -0.043 0.485 -3.690 -0.29 -0.26 0.29
H 4.067 0.253 1.917 -0.08 -0.10 -0.28
H -0.735 2.632 -2.692 0.21 0.13 0.21
H 0.835 -1.849 -2.525 -0.28 0.14 0.04
H 1.971 -3.988 3.080 -1.27 0.41 0.19
H -2.861 1.599 0.172 0.16 0.28 -0.43
H -0.224 5.031 -2.326 -0.19 -0.13 0.39
H 2.044 -1.144 0.791 0.36 0.02 0.17
H 2.260 -3.441 0.568 -1.09 -0.12 1.39
H 0.099 -3.413 4.288 0.08 -0.11 1.27
H 1.532 0.222 1.742 0.28 -0.04 -0.36
H -0.616 -4.307 3.123 -1.24 -2.09 -0.76
H 0.813 2.834 -1.840 -0.22 -0.05 0.07
H 1.580 -2.339 2.544 -0.01 0.38 1.46
H -1.663 1.006 -3.207 0.36 -0.43 -0.03
H -0.235 0.178 7.029 0.12 0.07 0.07
H -0.416 2.482 0.339 -0.23 -0.01 -0.11
H -0.261 -2.206 -5.113 0.24 0.05 0.12
H -1.590 -0.255 -5.389 0.09 -0.01 0.11
H -0.010 -2.470 -1.120 -0.24 -0.10 -0.60
H -2.496 -3.257 1.877 -0.43 -4.15 -1.55
H -2.459 3.951 0.702 -0.14 -0.04 -0.24
H -0.079 4.732 -0.565 -0.17 0.01 -0.36
H 3.551 1.616 0.855 0.13 -0.74 -0.02
H 3.908 1.577 -1.666 -0.09 -0.47 0.21
H 1.728 1.640 -0.357 -0.71 -0.67 -0.16
H -2.775 -0.774 -4.230 0.32 -0.10 0.11
H -2.323 5.658 -1.036 -0.01 0.28 0.03
H -1.944 -3.089 -2.738 0.09 -0.07 0.11
H 4.412 0.065 -2.382 -0.16 -0.13 -0.04
H -2.593 4.488 -2.295 -0.06 -0.04 -0.12
H 5.483 0.482 -0.124 -0.16 0.09 -0.01
```
Forces are in eV/Å.

For reference, the Mulliken charges in units of e are:
1 Eu 0.625
2 Cl -0.518
3 P 2.007
4 N -0.832
5 C 0.358
6 C 0.660
7 C -0.987
8 C -1.018
9 C -0.403
10 C -1.422
11 C -0.751
12 C -0.600
13 C -0.523
14 C 1.086
15 C -0.851
16 C -0.263
17 C -1.639
18 C 0.935
19 C -0.936
20 C 0.574
21 C -0.519
22 C -0.084
23 C -0.845
24 C -0.439
25 C -0.722
26 C -0.695
27 C -0.871
28 C -0.718
29 C 0.499
30 C -0.896
31 B 0.014
32 H -0.075
33 H 0.340
34 H 0.325
35 H 0.417
36 H 0.431
37 H -1.423
38 H 0.340
39 H 0.132
40 H 0.393
41 H -0.141
42 H 0.945
43 H -0.121
44 H 0.272
45 H 0.306
46 H -0.516
47 H -0.072
48 H 0.344
49 H 0.220
50 H 0.200
51 H 0.292
52 H 0.374
53 H 0.640
54 H 0.392
55 H -0.626
56 H 0.174
57 H 0.500
58 H -0.488
59 H 0.304
60 H 0.129
61 H -0.382
62 H -0.020
63 H -0.148
64 H 0.550
65 H 0.323
66 H 0.387
67 H -0.365
68 H 0.614
69 H 0.347
70 H 0.191
71 H 0.131
72 H 0.299
73 H 0.448
74 H 0.347
75 H 0.412
76 H 0.398
77 H 0.440
78 H 0.312
79 H 0.487

***

No. 2
Entry from OMol25: a 3-piece molecular cluster, C26H48BN6O4 overall at a distorted geometry (ωB97M-V with the def2-TZVPD basis set).

Lowest unoccupied orbital energy, eV: -3.36
Gap between HOMO and LUMO, Ha: 0.291
Highest occupied orbital energy, eV: -11.29
Charge: +1

```
85
Properties=species:S:1:pos:R:3:forces:R:3
O -5.262 0.287 -3.549 -0.11 -0.05 0.30
O 4.583 1.527 2.532 -1.73 -0.75 -1.13
O -0.619 -2.843 0.665 0.69 1.18 0.21
O 1.478 3.935 -1.737 -0.27 -0.55 -0.12
N 1.423 0.389 -1.488 1.20 0.44 1.00
N 1.484 -1.666 0.941 1.12 0.94 0.88
N 2.524 -3.280 2.414 0.33 0.52 0.74
N 1.687 -0.311 0.867 0.92 3.05 0.63
N 2.959 -6.620 2.853 -0.78 0.71 -0.22
N 3.060 -0.992 2.537 -2.69 0.81 -3.22
C -2.800 -4.135 -0.825 -0.30 0.35 -0.30
C 1.761 5.304 -2.045 0.51 0.28 0.48
C -3.066 1.228 -3.241 0.13 -0.10 0.23
C -1.960 1.151 3.599 -0.52 -0.94 0.11
C 1.886 -4.522 1.926 0.24 -1.63 0.55
C -4.509 -2.448 -1.666 -0.04 0.31 -0.38
C -3.036 -2.595 -1.118 -0.36 -0.37 -0.26
C -4.980 2.618 -4.085 -0.20 0.16 0.10
C 1.021 0.605 -0.062 -2.21 -0.44 -1.40
C 2.331 -2.037 1.969 0.68 -0.18 0.57
C 3.237 5.453 -2.379 0.05 -0.11 -0.25
C 1.369 6.180 -0.867 -0.28 0.01 0.01
C -3.388 0.325 1.586 1.84 -1.68 -0.55
C -1.517 -1.790 0.934 -2.13 1.64 0.15
C -1.274 -0.893 2.051 -0.91 0.01 -0.74
C 4.829 -3.640 3.246 -0.61 0.00 -0.27
C 2.132 -5.671 3.003 -0.08 0.78 -0.38
C 3.519 -3.436 3.500 1.06 -0.42 0.09
C 2.532 2.960 2.056 0.44 -0.12 -0.17
C -2.712 -1.656 0.081 0.14 1.21 1.55
C -3.618 -0.572 0.445 1.00 0.37 1.47
C 2.881 0.103 -1.529 0.70 -0.03 -0.83
C 2.606 0.099 1.781 0.15 -2.91 0.67
C 0.577 -2.379 0.045 -0.57 -1.96 -0.93
C -4.566 1.475 -3.172 0.27 0.02 -0.70
C -2.186 0.187 2.400 -0.68 -0.90 -1.48
B 3.252 1.539 2.111 1.06 0.98 0.45
H 1.121 1.686 0.195 0.42 -1.10 0.57
H 5.487 -4.209 3.944 -0.56 1.28 -0.19
H 4.982 0.654 2.359 -0.05 0.38 0.48
H -3.495 -4.715 -1.489 0.78 0.47 0.49
H 3.497 0.838 -0.940 -0.40 -0.59 -0.36
H -4.109 1.124 1.858 0.48 -0.73 -0.42
H 1.118 -3.305 -0.298 -0.54 0.92 0.44
H 0.310 6.055 -0.632 0.03 0.05 -0.08
H 1.557 7.234 -1.079 0.01 -0.05 0.04
H 3.132 -3.409 4.540 0.01 -0.57 -0.96
H 3.227 0.172 -2.592 -0.35 -0.05 0.93
H 1.330 1.325 -1.923 -0.25 -0.76 0.08
H 2.382 -4.871 0.980 -0.51 0.40 0.70
H -4.477 3.547 -3.810 -0.02 -0.02 -0.05
H -2.783 0.398 -2.588 -0.03 0.06 0.05
H 0.775 -4.460 1.801 0.93 0.46 -0.04
H 0.300 -1.822 -0.883 0.71 0.28 0.97
H -0.082 0.365 -0.001 1.03 0.39 0.07
H -3.078 -4.419 0.225 0.54 0.35 -0.88
H 3.481 6.485 -2.636 0.02 -0.05 0.04
H -4.565 -0.389 -0.114 1.02 -0.40 0.41
H -2.970 1.541 3.906 1.12 -0.08 -0.36
H 3.507 4.811 -3.220 -0.05 0.08 -0.01
H -2.353 -2.315 -1.974 -0.57 -0.17 0.85
H 2.855 3.531 2.969 -0.54 -0.44 -0.81
H -4.742 2.388 -5.128 0.13 -0.01 0.06
H 1.160 5.569 -2.916 -0.06 -0.25 0.05
H 5.292 -3.296 2.292 -0.59 -0.91 0.50
H -2.763 0.952 -4.256 -0.06 0.13 -0.02
H -5.268 -2.973 -1.018 0.83 0.74 -0.36
H -1.584 0.578 4.492 -0.14 0.62 -0.93
H 2.006 3.689 -0.967 0.04 0.27 -0.06
H -4.804 -1.372 -1.862 0.24 -1.35 0.26
H 3.860 5.148 -1.532 -0.07 0.12 0.07
H -1.263 1.989 3.357 -0.59 -0.63 0.20
H -6.059 2.777 -4.034 0.07 0.01 0.07
H 1.423 2.928 1.931 0.90 0.23 0.27
H 1.539 -5.552 3.948 0.56 -0.31 -0.83
H 3.406 -6.520 1.930 0.01 -0.24 0.33
H -4.853 1.704 -2.143 -0.11 -0.17 -0.04
H 2.994 3.522 1.188 -0.52 -0.48 0.77
H -4.578 -2.963 -2.664 0.23 0.48 0.93
H 3.133 -0.939 -1.191 -0.39 0.97 -0.19
H -5.016 0.074 -4.458 -0.05 0.05 0.08
H -1.747 -4.389 -1.089 -0.86 -0.15 0.54
H -0.347 -1.059 2.652 -0.97 0.16 -0.41
H 1.929 5.899 0.031 0.12 0.04 -0.08
H -2.505 2.116 -2.940 0.01 -0.03 -0.04
```
Forces are in eV/Å.

For reference, the Mulliken charges in units of e are:
1 O -0.531
2 O -0.511
3 O -0.307
4 O -0.392
5 N -0.229
6 N 0.252
7 N 0.397
8 N 1.135
9 N -0.639
10 N -0.591
11 C -1.312
12 C 0.360
13 C -0.914
14 C -1.222
15 C -0.430
16 C -1.281
17 C 1.105
18 C -1.474
19 C -0.328
20 C 0.330
21 C -1.268
22 C -1.169
23 C -1.234
24 C 0.124
25 C -0.112
26 C -0.767
27 C -0.068
28 C -0.289
29 C -0.818
30 C 0.596
31 C -0.624
32 C -0.665
33 C 0.032
34 C -1.376
35 C 0.497
36 C 0.588
37 B 0.471
38 H -0.026
39 H 0.308
40 H 0.333
41 H 0.455
42 H 0.178
43 H 0.338
44 H 0.536
45 H 0.307
46 H 0.407
47 H 0.409
48 H 0.401
49 H 0.353
50 H 0.220
51 H 0.371
52 H 0.034
53 H 0.212
54 H 0.341
55 H -0.278
56 H 0.248
57 H 0.414
58 H 0.349
59 H 0.396
60 H 0.317
61 H 0.068
62 H 0.332
63 H 0.365
64 H 0.271
65 H 0.243
66 H 0.373
67 H 0.300
68 H 0.343
69 H 0.177
70 H 0.110
71 H 0.302
72 H 0.196
73 H 0.365
74 H 0.330
75 H 0.412
76 H 0.285
77 H 0.233
78 H 0.193
79 H 0.435
80 H 0.190
81 H 0.343
82 H 0.229
83 H 0.344
84 H 0.254
85 H 0.350

***

No. 3
Entry from OMol25: a 4-piece molecular cluster, C26H48BNO15PS overall at a distorted geometry (ωB97M-V with the def2-TZVPD basis set).

Lowest unoccupied orbital energy, eV: 2.03
Gap between HOMO and LUMO, Ha: 0.261
Highest occupied orbital energy, eV: -5.07
Charge: -1

```
93
Properties=species:S:1:pos:R:3:forces:R:3
S -0.636 -7.106 -1.079 0.79 1.11 -0.07
P 0.886 -5.876 -1.303 0.55 -0.65 0.94
O 2.154 -4.313 -3.341 -1.31 -2.04 0.62
O 0.762 -2.477 -3.380 -2.42 -1.72 1.21
O -0.776 4.486 3.561 -1.04 -1.20 -0.59
O -1.475 2.297 3.558 -0.11 0.98 -0.55
O -7.029 6.298 -0.877 0.71 -0.56 0.02
O 2.317 -6.917 -1.353 -1.08 3.05 1.68
O 1.022 -4.749 0.060 2.08 -1.91 -2.50
O 5.159 -2.747 2.278 1.12 0.15 0.33
O -1.352 -2.727 -1.029 -0.25 3.23 -2.15
O -5.670 5.119 -2.307 -0.67 0.37 1.61
O -2.577 3.754 2.340 0.80 -0.25 0.61
O 6.672 -3.043 3.979 -0.39 0.48 -1.56
O 7.283 -2.370 1.867 -0.81 -0.07 0.66
O -0.646 -3.857 -4.553 0.77 1.11 0.19
O -5.932 4.565 -0.095 -0.35 1.00 -0.82
N 3.488 -0.758 -2.271 -0.11 -0.86 0.17
C -3.216 1.846 -3.691 0.61 -0.86 -0.12
C 0.864 -4.930 -2.966 1.62 1.70 -1.77
C -6.157 5.313 -1.203 0.15 -0.29 -0.52
C 0.167 -1.583 2.123 0.71 -0.81 0.35
C -0.119 -3.635 -3.165 0.04 1.18 -2.57
C -7.408 7.172 -1.948 -0.24 0.25 -0.52
C -0.131 1.242 -0.589 -2.64 -1.49 -2.09
C -2.269 -0.421 -2.288 1.73 0.89 1.26
C -2.809 5.105 1.951 -0.12 0.49 -0.23
C 4.143 -3.222 3.157 -0.50 -0.19 0.30
C -1.491 -3.486 -2.281 -0.10 -1.58 -0.54
C 3.341 -1.886 -3.314 0.13 0.34 -0.22
C -2.196 1.203 -2.557 2.36 -1.85 2.97
C -1.529 3.599 3.186 0.32 0.13 0.33
C -1.105 2.054 -1.667 -0.91 -4.28 -0.03
C -5.106 3.427 -0.326 0.45 -0.70 -0.03
C -8.418 6.503 -2.865 0.01 -0.35 -0.09
C -0.208 -0.411 -0.357 -1.58 2.61 -1.98
C 9.233 -3.749 2.331 -0.19 -0.29 0.11
C -1.329 -1.273 -1.251 1.16 3.78 -0.02
C -0.438 1.957 4.487 0.38 -0.12 0.49
C 0.841 -1.090 0.711 0.37 -0.90 -0.14
C 8.659 -2.345 2.266 0.57 -0.13 0.15
C 6.399 -2.743 2.825 0.18 -0.23 0.31
C -0.798 2.404 5.893 -0.18 0.32 0.07
C 2.136 -0.152 1.091 -0.77 1.07 -1.23
B 2.100 -2.895 -2.888 0.10 0.10 -0.85
H -0.340 0.866 4.469 -0.26 0.22 -0.28
H -2.343 -3.117 -2.996 1.81 -0.36 1.49
H 3.174 -3.066 2.673 0.32 0.08 -0.14
H 0.524 2.372 4.163 -0.27 0.10 -0.01
H 1.739 0.766 1.739 1.05 -2.02 -1.10
H -7.868 8.055 -1.490 0.18 -0.30 0.23
H 2.932 -6.598 -0.624 -0.92 -0.58 -1.37
H -0.869 3.494 5.958 0.13 -0.15 -0.07
H -3.047 -1.043 -2.933 1.85 1.52 1.50
H -3.379 3.008 -3.571 0.33 -2.47 -0.05
H -1.060 3.219 -1.837 0.11 -2.64 0.53
H -0.154 -3.180 -5.134 -0.87 -1.42 1.76
H 9.077 -4.273 1.382 0.11 0.18 0.04
H -4.162 3.709 -0.802 -0.25 -0.09 -0.04
H 4.341 -2.495 -3.273 -1.63 1.28 -0.45
H 9.199 -1.769 1.507 -0.43 -0.04 0.00
H 3.177 -1.336 -4.348 0.59 -1.32 1.83
H 0.582 -5.679 -3.822 0.40 1.07 2.05
H 8.777 -1.813 3.218 -0.20 -0.19 -0.09
H -4.880 2.967 0.641 -0.18 0.29 -0.09
H -5.645 2.697 -0.939 0.21 0.16 -0.04
H 3.016 -0.732 1.619 -2.00 1.11 -1.00
H 0.635 1.937 0.005 -1.82 -1.97 -1.38
H -1.800 -4.594 -1.961 0.72 2.47 -0.50
H 2.624 -0.167 -2.249 0.84 -1.10 0.12
H -9.276 6.138 -2.291 0.06 0.20 -0.02
H 2.532 0.326 0.073 -0.58 -1.12 2.28
H 1.967 -2.945 -1.719 0.48 0.14 1.80
H 4.147 -2.674 4.104 0.13 -0.18 -0.15
H -7.982 5.635 -3.370 0.04 0.22 0.05
H 8.741 -4.345 3.106 0.09 0.20 -0.03
H -1.904 5.561 1.536 -0.11 -0.09 0.23
H -0.046 2.066 6.611 -0.07 -0.02 -0.10
H -8.770 7.202 -3.628 0.03 -0.03 0.11
H 10.304 -3.720 2.550 -0.09 0.04 -0.06
H -3.582 5.109 1.178 0.14 -0.27 0.23
H 3.590 -1.263 -1.350 -0.53 0.99 -1.24
H 1.286 -2.073 0.200 -1.23 2.24 0.78
H -0.993 -1.751 2.088 2.30 0.54 0.04
H 0.512 -0.869 3.010 -1.08 -1.32 -1.92
H -6.526 7.517 -2.498 -0.07 -0.26 0.11
H 4.275 -4.294 3.330 0.03 0.20 0.13
H -1.775 2.005 6.185 0.17 -0.12 -0.05
H -3.173 5.680 2.809 0.19 0.00 -0.13
H 1.964 -4.374 0.028 -1.84 -0.31 -0.23
H -2.754 1.638 -4.771 -0.90 0.54 2.38
H -4.250 1.259 -3.675 2.22 1.41 0.16
H 0.659 -2.638 2.378 -1.16 2.16 -0.50
```
Forces are in eV/Å.

For reference, the Mulliken charges in units of e are:
1 S -0.477
2 P 0.583
3 O -0.703
4 O -0.766
5 O -0.576
6 O -0.296
7 O -0.376
8 O -0.516
9 O -0.467
10 O -0.151
11 O -0.331
12 O -0.563
13 O -0.246
14 O -0.576
15 O -0.335
16 O -0.671
17 O -0.342
18 N -0.654
19 C -1.035
20 C -0.258
21 C 0.771
22 C -0.748
23 C 1.409
24 C -0.168
25 C -0.411
26 C -0.633
27 C -0.396
28 C -0.442
29 C -0.989
30 C -0.509
31 C 0.498
32 C 0.690
33 C -0.692
34 C -0.683
35 C -1.083
36 C 0.143
37 C -1.092
38 C 0.528
39 C 0.119
40 C 2.084
41 C -0.172
42 C 0.631
43 C -1.308
44 C -0.927
45 B 1.611
46 H 0.119
47 H 0.128
48 H -0.103
49 H 0.310
50 H 0.218
51 H 0.286
52 H 0.294
53 H 0.350
54 H 0.039
55 H 0.215
56 H 0.235
57 H 0.363
58 H 0.289
59 H 0.329
60 H 0.108
61 H 0.291
62 H 0.192
63 H 0.295
64 H 0.300
65 H 0.204
66 H 0.357
67 H -0.052
68 H 0.117
69 H 0.219
70 H 0.275
71 H 0.293
72 H 0.321
73 H -0.766
74 H 0.320
75 H 0.307
76 H 0.310
77 H 0.310
78 H 0.383
79 H 0.352
80 H 0.354
81 H -0.063
82 H 0.227
83 H -0.938
84 H 0.338
85 H 0.117
86 H 0.302
87 H 0.378
88 H 0.300
89 H 0.316
90 H 0.225
91 H 0.317
92 H 0.283
93 H 0.164

***

| no. | E (eV) |
| --- | --- |
| 1 | -71037.5517 |
| 2 | -45538.8695 |
| 3 | -80736.7614 |